Molecular formula: C2H2Br2O3
Method: DFT, ωB97M-V/def2-TZVPD

The SMILES is O=COBr.O=CBr. The total energy is -148331.5350 eV. The energy above the lowest of the compared OMol25 structures with the same formula, charge and spin is 8.1 kcal per mole. The value obtained for the HOMO energy is -10.9 eV.

The geometry in ORCA input format:
```
! wB97M-V def2-TZVPD RIJCOSX def2/J DEFGRID3
* xyz 0 1
O 1.01347 1.90327 -0.12319
C 1.41601 0.81929 0.16075
O 1.95945 0.02085 -0.80109
Br 2.15227 -1.68778 -0.26313
H 1.42009 0.47982 1.09043
O -1.18628 -0.15271 0.99968
C -1.78031 -0.39001 0.01272
Br -3.55397 0.09453 -0.25283
H -1.44072 -1.08726 -0.82333
*
```



Molecular formula: C46H71BN9O12P2
Method: DFT, ωB97M-V/def2-TZVPD

The total energy is -106059.9580 eV. The value obtained for the HOMO energy is -10.4 eV.

The geometry in ORCA input format:
```
! wB97M-V def2-TZVPD RIJCOSX def2/J DEFGRID3
* xyz 1 1
C 1.66724 2.10947 1.94209
C 1.83092 1.35667 0.47160
C 0.88679 0.01411 0.53732
C -0.48765 0.18181 -0.40398
C -1.27582 -1.20554 -0.44402
C -1.58760 -2.00524 -1.80828
P -0.69815 -3.73490 -1.53115
C 0.99983 -3.84735 -2.36087
C -1.77172 -5.13173 -2.38102
C -2.35065 -6.08985 -1.18023
O -2.99540 -2.50916 -1.66569
C -4.03072 -1.56960 -1.98082
C -5.10183 -2.38778 -2.97834
C -5.99213 -3.53129 -2.22538
O -5.25943 -4.47102 -1.36945
P -5.09492 -1.31949 -0.36364
N -6.56362 -0.71194 -0.64927
C -3.61970 -0.18160 -2.72897
C -3.94568 1.19634 -1.83295
C -3.69594 2.59554 -2.71817
C -4.24328 3.81706 -1.76466
C -5.47174 4.69396 -2.40821
N -6.84895 4.17742 -2.03961
C -7.33146 3.08247 -2.96489
N -8.42770 2.33524 -2.54834
N -6.74220 2.72011 -4.30997
N -2.24883 -0.10230 -3.33242
C -1.35691 -1.31260 -3.23913
C 0.22177 -0.88208 -3.60004
C 0.36243 0.40050 -4.60710
B -1.72938 -2.26267 -4.57313
O -2.84153 -1.92580 -5.53279
O -0.97325 -3.47456 -4.98035
C -0.32990 -3.30392 -6.29303
H 1.86422 1.26728 2.75139
H 0.55295 2.51118 1.99255
H 2.47319 2.95733 1.97100
H 1.56046 2.03753 -0.44058
H 2.94509 0.98585 0.31897
H 0.58715 -0.26002 1.65099
H 1.50369 -0.86323 0.03244
H -1.13576 0.99212 0.18831
H -0.13568 0.69637 -1.37423
H -0.70441 -1.91772 0.33278
H -2.30999 -1.01571 0.12771
H 1.02221 -4.19381 -3.47651
H 1.59923 -2.83355 -2.16498
H 1.62362 -4.66928 -1.75838
H -2.63451 -4.69581 -3.03937
H -1.06213 -5.72956 -3.11752
H -2.31086 -5.46676 -0.16930
H -1.68336 -7.04296 -0.99657
H -3.44501 -6.49004 -1.40891
H -4.57611 -2.91301 -3.87931
H -5.89103 -1.63167 -3.46247
H -6.95193 -3.11490 -1.65119
H -6.45794 -4.19885 -3.10135
H -5.87671 -5.02786 -0.79332
H -4.39940 -0.34149 0.47556
H -5.22836 -2.53532 0.40665
H -6.66615 -0.56730 -1.67750
H -4.38742 -0.07416 -3.64068
H -3.25087 1.15600 -0.89214
H -5.10592 1.27835 -1.56061
H -4.16436 2.55041 -3.78728
H -2.50868 2.71704 -2.75044
H -3.36156 4.55620 -1.44894
H -4.62657 3.36042 -0.73022
H -5.39438 5.78332 -1.93334
H -5.29518 4.82301 -3.56674
H -6.84126 3.88658 -1.03606
H -8.63456 1.61916 -3.30216
H -7.04024 3.36218 -5.07617
H -6.86361 1.71196 -4.55298
H -2.36958 0.29159 -4.31411
H -1.73705 0.67648 -2.82012
H 0.88352 -0.76365 -2.61304
H 0.78419 -1.76433 -4.18055
H 1.36887 0.23621 -5.22810
H -0.49985 0.35294 -5.43148
H 0.40894 1.44775 -4.08983
H -3.23590 -2.84823 -5.72805
H 0.50461 -2.46680 -6.32114
H 0.18795 -4.32966 -6.61485
H -1.10105 -3.04282 -7.14947
C -2.10621 8.04303 2.50807
C -2.73673 6.94760 3.10022
C -2.39965 5.65040 2.70900
C -1.42202 5.46076 1.72258
C -0.79298 6.55887 1.12097
C -1.14048 7.85150 1.51849
N -1.04503 4.09900 1.32514
O -1.63789 3.15423 1.86701
O -0.15311 3.97188 0.47405
H -2.36834 9.05244 2.82043
H -3.48947 7.10500 3.86974
H -2.90012 4.80725 3.18015
H -0.03612 6.42627 0.35070
H -0.65569 8.71039 1.05964
C -0.09345 -5.55728 5.33187
C 0.46013 -6.42088 4.38536
C 0.86609 -5.93002 3.14293
C 0.71657 -4.56548 2.85934
C 0.15405 -3.69766 3.80481
C -0.25084 -4.20070 5.04283
N 1.16482 -4.03877 1.56469
O 1.63986 -4.84166 0.74774
O 1.04657 -2.82143 1.36430
H -0.40332 -5.94364 6.30136
H 0.57817 -7.47717 4.61747
H 1.29574 -6.61597 2.41613
H 0.02762 -2.63738 3.59607
H -0.68584 -3.53454 5.78462
C 7.10116 1.71126 1.65778
C 5.80782 2.23597 1.64909
C 5.55476 3.48331 2.22310
C 6.61004 4.20195 2.80165
C 7.90796 3.67414 2.81860
C 8.14823 2.42445 2.24396
N 6.35526 5.52497 3.38403
O 5.19013 5.94907 3.36643
O 7.31991 6.14366 3.85596
H 7.29463 0.74078 1.20397
H 4.99671 1.67347 1.19165
H 4.54135 3.87843 2.20816
H 8.73528 4.21891 3.26861
H 9.15290 2.00749 2.24937
C 9.20655 -1.72302 7.13394
C 9.76013 -2.58663 6.18743
C 10.16609 -2.09577 4.94500
C 10.01657 -0.73122 4.66141
C 9.45405 0.13660 5.60688
C 9.04916 -0.36645 6.84490
N 10.46482 -0.20451 3.36676
O 10.93986 -1.00741 2.54981
O 10.34657 1.01282 3.16637
H 8.89668 -2.10938 8.10343
H 9.87817 -3.64292 6.41954
H 10.59574 -2.78171 4.21820
H 9.32762 1.19688 5.39814
H 8.61416 0.29971 7.58669
*
```



Molecular formula: C6H12O4
Method: DFT, ωB97M-V/def2-TZVPD

The SMILES is OCC1=CCO[C@@H]1CO.O. The total energy is -14604.4117 eV. The energy above the lowest of the compared OMol25 structures with the same formula, charge and spin is 64.6 kcal per mole. The value obtained for the HOMO energy is -9.3 eV.

The geometry in ORCA input format:
```
! wB97M-V def2-TZVPD RIJCOSX def2/J DEFGRID3
* xyz 0 1
O 2.41379 -1.43830 -0.25922
C 1.45757 -1.01239 0.69538
C 0.29029 -0.47832 -0.07250
C 0.25675 0.58300 -0.90064
C -1.16953 0.94828 -1.19514
O -1.91034 -0.19040 -0.76832
C -1.11796 -0.99890 0.09854
C -1.64739 -0.86852 1.52500
O -3.04663 -1.03191 1.58128
H 2.73884 -0.64434 -0.77277
H 1.86381 -0.22970 1.35501
H 1.17552 -1.90280 1.27465
H 1.01799 0.75995 -1.66379
H -1.34989 1.10855 -2.26994
H -1.49107 1.86156 -0.66443
H -1.21532 -2.05027 -0.21994
H -1.34612 0.11436 1.92881
H -1.20811 -1.65122 2.15929
H -3.41808 -0.69683 0.75837
O 2.85857 2.62160 -1.14901
H 1.91087 2.94550 -1.17519
H 2.93645 2.25112 -0.26543
*
```



Number 1: orbital gap 10.10 eV. Number 2: orbital gap 7.69 eV. Number 3: orbital gap 9.55 eV.